[1]
The following is a DFT calculation (ωB97M-V with the def2-TZVPD basis set) of 7 unconnected molecules or ions with the total composition C13H36N4O17S3.

CARTESIAN COORDINATES (ANGSTROEM)
C 37.30353 5.71515 22.30281
N 36.00665 6.47434 22.44859
O 35.67243 7.07049 21.44856
O 35.52206 6.60444 23.54791
H 37.23613 4.69491 22.68052
H 37.96429 6.27584 22.96398
H 37.56703 5.79469 21.24813
C 41.18463 1.93292 26.65276
N 41.79221 3.26950 26.73189
O 42.06864 3.79599 27.84249
O 41.74398 3.80901 25.65151
H 41.76282 1.22122 27.24205
H 41.02441 1.60432 25.62589
H 40.16315 2.08279 27.00235
C 41.43232 2.86233 23.01645
N 41.43782 2.60193 21.58850
O 41.69386 1.43897 21.21207
O 41.00600 3.52403 20.86826
H 40.66422 3.63116 23.10023
H 42.43808 3.25792 23.15814
H 41.20125 1.95094 23.56789
C 31.06196 1.52880 26.39268
N 32.42138 1.10198 26.09109
O 32.67997 0.88506 24.93154
O 33.16358 0.88173 27.07668
H 30.87874 1.20432 27.41700
H 30.37176 1.01041 25.72710
H 31.03194 2.61448 26.30062
O 38.18793 3.30343 24.52560
S 37.31978 2.78769 25.55005
O 37.80998 2.52861 26.88951
O 36.02859 3.86779 25.63110
C 35.30715 3.97038 26.75157
C 34.69459 5.33362 26.75923
C 36.37066 1.35434 24.85089
H 35.85863 3.86570 27.68591
H 34.50836 3.22972 26.71323
H 35.56814 5.86031 26.37502
H 34.54341 5.64666 27.79230
H 33.87215 5.55428 26.07877
H 35.28576 1.45416 24.88460
H 36.55047 0.53368 25.54536
H 36.78174 1.14685 23.86294
O 38.87896 -1.20212 25.46499
S 39.02017 -0.88586 24.05356
O 39.06633 0.44979 23.63503
O 40.44029 -1.62309 23.68973
C 40.94499 -1.50584 22.31720
C 41.36533 -2.78336 21.65737
C 37.85533 -1.85665 23.09593
H 41.86193 -0.95135 22.51687
H 40.47773 -0.77269 21.65973
H 42.20910 -3.25027 22.16545
H 41.55234 -2.62311 20.59556
H 40.61680 -3.56310 21.79807
H 38.01862 -1.84620 22.01828
H 36.85213 -1.46602 23.26648
H 37.89009 -2.87962 23.47067
O 31.86435 1.86439 31.34791
S 33.10454 2.66050 31.56329
O 33.20968 3.32368 32.88753
O 34.43647 1.75517 31.20700
C 34.20464 0.72219 30.33290
C 35.29264 0.57629 29.38184
C 33.29261 4.02668 30.19567
H 33.39021 0.95793 29.64789
H 33.98272 -0.18968 30.88729
H 36.21851 0.29649 29.88443
H 35.50584 1.42359 28.73012
H 34.92819 -0.20787 28.71825
H 33.43157 4.99099 30.68444
H 32.38996 4.11831 29.59157
H 34.22404 3.84734 29.65866

Computed properties:
total charge	+1
2S+1	2
DFT total energy	-3208.661773	Ha
E_LUMO (alpha / beta)	-6.245 / -10.690	eV
orbital gap (alpha / beta)	6.17 / 1.73	eV

***

[2]
The following is a DFT calculation (ωB97M-V with the def2-TZVPD basis set) of a molecular structure, C13H38InN4O5.

CARTESIAN COORDINATES (ANGSTROEM)
O 4.17390 -0.68065 -0.42474
N 3.51704 0.15775 0.07482
O 3.41583 1.27322 -0.74859
C 2.04835 1.80822 -0.81641
In 0.27531 0.42881 -0.69542
H 1.96794 2.61444 -0.07790
H 2.02568 2.28983 -1.79345
H -1.14225 1.24972 -0.03673
H 0.65108 -0.95326 0.33988
H -0.08907 -0.11442 -2.35711
C -0.32030 -6.44499 1.26323
C -1.54628 -5.55238 1.42569
C -1.84917 -4.67704 0.20155
O -1.00733 -3.56413 0.05932
C 0.23830 -3.80133 -0.57170
N -1.39711 -4.75966 2.64922
H 0.60159 -5.87404 1.37041
H -0.31813 -7.21878 2.03148
H -0.31067 -6.93096 0.28556
H -2.41547 -6.20652 1.56112
H -2.85572 -4.26546 0.32778
H -1.85438 -5.28298 -0.71756
H 0.14274 -4.56608 -1.35203
H 0.99462 -4.11412 0.15367
H 0.57078 -2.86452 -1.01238
H -2.25668 -4.24698 2.82151
H -0.70707 -4.03581 2.46038
C -0.23571 0.11581 6.31701
C -1.25326 -0.04227 5.19142
C -0.73019 0.36313 3.80869
O -0.65440 1.75937 3.60359
C 0.51161 2.37843 4.09860
N -2.47940 0.67642 5.55788
H -0.12401 1.16090 6.60807
H -0.56449 -0.43460 7.19898
H 0.74312 -0.26491 6.02003
H -1.50469 -1.10599 5.12299
H -1.43328 -0.00411 3.05732
H 0.23471 -0.11131 3.58974
H 1.38009 1.71764 4.01209
H 0.40490 2.69482 5.14196
H 0.68917 3.26531 3.49025
H -3.19569 0.47880 4.86543
H -2.29067 1.66941 5.44688
C 1.04184 2.22771 -4.69217
C -0.19318 3.10874 -4.53268
C -0.57451 3.88537 -5.79709
O 0.24039 5.00890 -6.08840
C 1.45717 4.71955 -6.74100
N -0.00572 3.96990 -3.36775
H 1.95975 2.81771 -4.66089
H 1.08231 1.50828 -3.87495
H 1.01751 1.67471 -5.63438
H -1.03733 2.44733 -4.31190
H -1.58010 4.29265 -5.66131
H -0.60517 3.21337 -6.66677
H 1.34646 3.87626 -7.43139
H 2.26073 4.49124 -6.03650
H 1.73985 5.60566 -7.31064
H -0.86449 4.46682 -3.15316
H 0.66317 4.70111 -3.59148

Computed properties:
total charge	-1
DFT total energy	-1303.244388	Ha
E_LUMO	2.773	eV
orbital gap	7.67	eV

***

[3]
The following is a DFT calculation (ωB97M-V with the def2-TZVPD basis set) of 5 unconnected molecules or ions with the total composition C13H38N2O5.

CARTESIAN COORDINATES (ANGSTROEM)
C -1.42195 3.40976 2.64921
C -0.83058 4.33769 1.58916
C -1.52742 4.13125 0.25876
O -0.97823 5.68039 2.02785
H -1.09873 2.37609 2.50731
H -2.51172 3.42218 2.56297
H -1.15606 3.68417 3.67099
H 0.23881 4.11582 1.53636
H -1.52079 3.12889 -0.16836
H -1.11582 4.73581 -0.55789
H -2.54005 4.54390 0.28040
H -1.39099 5.74198 2.88951
C -0.33499 -1.05712 2.72936
C 0.72597 -2.06958 3.20723
C 2.13937 -1.71239 2.79757
O 2.24695 -1.76836 1.39525
C 3.60612 -1.84012 0.94988
N 0.65351 -2.10604 4.68928
H -1.35132 -1.31992 3.01594
H -0.21634 -0.86734 1.65900
H -0.16366 -0.05231 3.13199
H 0.48458 -3.00149 2.68563
H 2.74181 -2.53226 3.22669
H 2.59527 -0.80701 3.21189
H 4.00655 -2.74003 1.41999
H 4.12785 -0.94622 1.30702
H 3.60913 -1.81756 -0.13434
H -0.25212 -2.51839 4.91501
H 1.24284 -2.92345 4.88706
C -2.14734 -2.42188 -3.40758
C -0.94119 -2.66732 -2.49933
C 0.37336 -2.21404 -3.13503
O 1.44912 -2.75457 -2.37672
C 2.68362 -2.26846 -2.88703
N -1.22621 -2.19830 -1.16244
H -2.49182 -1.38388 -3.33657
H -3.03416 -3.03663 -3.26922
H -1.87819 -2.48960 -4.46641
H -0.86481 -3.75767 -2.43407
H 0.42851 -1.11605 -3.12331
H 0.49410 -2.49033 -4.18793
H 2.61046 -1.17769 -2.86827
H 2.80612 -2.68582 -3.89214
H 3.48292 -2.64247 -2.25032
H -0.44001 -2.36315 -0.54056
H -1.37757 -1.19380 -1.13275
C -2.43845 2.52785 -2.80962
O -2.74605 1.20023 -2.37897
H -2.92122 3.37044 -2.32083
H -1.35501 2.66337 -2.76849
H -2.59665 2.56431 -3.89236
H -3.58167 1.24164 -1.90466
C 0.71362 1.20103 -0.33582
O 1.97347 0.58770 -0.38043
H -0.16525 0.54426 -0.33334
H 0.56950 1.84281 0.54560
H 0.64194 1.85830 -1.20616
H 1.97088 0.03137 0.41407

Computed properties:
DFT total energy	-1003.711708	Ha
SMILES	COC[C@H](C)N.COC[C@H](C)N.CC(C)O.CO.CO
E_LUMO	0.720	eV
energy above the lowest of the compared OMol25 structures with the same formula, charge and spin	0.00	kcal/mol
orbital gap	9.73	eV

***

[4]
The following is a DFT calculation (ωB97M-V with the def2-TZVPD basis set) of a molecular structure, C13H39AsF6O6.

CARTESIAN COORDINATES (ANGSTROEM)
O 0.76965 -0.83891 0.09919
H 1.17654 -0.31112 0.79019
H 0.31495 -1.54575 0.56311
H 0.17725 -0.28422 -0.41362
As 2.70415 2.34281 -2.01123
F 1.50457 1.24976 -1.27494
F 2.70039 1.32911 -3.52871
F 4.00445 3.33285 -2.70690
F 2.59567 3.43887 -0.53786
F 3.99024 1.40186 -1.22266
F 1.52260 3.38618 -2.85204
C 3.78833 -0.90204 2.69394
C 3.26873 0.21628 1.71480
O 1.88517 0.42572 2.03179
H 4.81936 -1.20494 2.51138
H 3.21771 -1.82646 2.60482
H 3.62227 -0.65239 3.74189
H 3.32492 -0.08645 0.66919
H 3.77460 1.16382 1.90018
H 1.85641 0.82198 2.90572
C -1.78098 0.10191 3.12628
C -1.11025 -1.22348 2.90411
O -1.36135 -1.68864 1.62021
H -1.63084 0.81644 2.31696
H -1.44775 0.52046 4.07595
H -2.85073 -0.09736 3.18980
H -1.47059 -1.96748 3.61455
H -0.03324 -1.12002 3.03619
H -2.30768 -1.76122 1.47605
C 0.10884 -4.47986 -1.18707
C 0.38320 -4.53648 0.31091
C 1.07809 -5.84397 0.65304
O 1.35262 -3.51002 0.53702
H 0.99414 -4.62269 -1.80669
H -0.18070 -3.48187 -1.51611
H -0.72935 -5.13401 -1.42713
H -0.52040 -4.42131 0.90952
H 0.42403 -6.71561 0.62932
H 1.43216 -5.84041 1.68392
H 1.89583 -6.08719 -0.02537
H 2.08513 -3.69570 -0.05505
C -3.29161 -0.43647 -2.29312
C -1.78764 0.07372 -2.31247
C -1.56431 1.26024 -3.23845
O -1.47737 0.43440 -0.98834
H -3.87375 0.17794 -1.60632
H -3.29440 -1.41787 -1.81882
H -3.78364 -0.40634 -3.26528
H -1.15585 -0.74940 -2.64625
H -1.94867 1.09258 -4.24456
H -0.48418 1.40620 -3.24974
H -1.86543 2.24996 -2.89513
H -1.92435 1.27234 -0.84810
C -0.37495 3.39681 0.01487
C -1.78357 3.90189 0.22206
C -2.13499 5.10992 -0.71872
O -2.63943 2.87853 -0.31678
H 0.40773 4.05547 0.39127
H -0.16299 3.12755 -1.01986
H -0.22595 2.46374 0.55826
H -1.87396 4.08227 1.29323
H -1.38064 5.87699 -0.54360
H -3.09931 5.55656 -0.47645
H -2.11463 4.87867 -1.78371
H -3.51413 3.04604 0.04162

Computed properties:
DFT total energy	-3805.159350	Ha
E_LUMO	0.025	eV
energy above the lowest of the compared OMol25 structures with the same formula, charge and spin	30.79	kcal/mol
orbital gap	10.29	eV

***

[5]
The following is a DFT calculation (ωB97M-V with the def2-TZVPD basis set) of a single C13H3Cl4F5O molecule.

CARTESIAN COORDINATES (ANGSTROEM)
F 2.06269 4.38586 -0.90362
F -0.24977 3.78663 -2.40786
F 2.39013 3.26364 1.55231
F -1.93686 2.06525 -1.52906
F 0.70434 1.32903 2.47487
Cl 1.47847 -3.94678 2.25833
Cl 1.25058 -3.23675 -3.05254
Cl -1.16042 -2.29827 2.62496
Cl -0.83530 -0.99627 -2.78282
O -1.85452 -0.60690 -0.00592
C 1.11076 -3.62616 -0.42488
C 1.24322 3.38636 -0.50837
C 0.06401 3.11888 -1.23292
C 1.39958 2.77645 0.80421
C -0.79982 2.17810 -0.78893
C 0.40833 1.86576 1.24826
C 0.59645 -3.37578 0.85362
C 0.57404 -2.87716 -1.46121
C -0.50397 -2.45868 0.99584
C -0.41443 -1.82655 -1.31585
C -0.93658 -1.64847 -0.07089
C -0.66861 1.51704 0.46918
C -1.68305 0.48895 0.86377
H 1.84616 -4.35497 -0.43238
H -1.48962 0.10852 1.85821
H -2.59581 0.98228 0.91369

Computed properties:
DFT total energy	-2912.452146	Ha
SMILES	Fc1c(F)c(F)c(COc2c(Cl)c(Cl)cc(Cl)c2Cl)c(F)c1F
E_LUMO	-0.025	eV
energy above the lowest of the compared OMol25 structures with the same formula, charge and spin	0.00	kcal/mol
orbital gap	9.34	eV

***

[6]
The following is a DFT calculation (ωB97M-V with the def2-TZVPD basis set) of a molecular structure, C13H3Cl4NO6Pd.

CARTESIAN COORDINATES (ANGSTROEM)
Pd -0.25586 0.18680 0.00004
O -0.00832 4.31371 0.00008
C -0.28466 3.13377 0.00008
O 0.52050 2.12954 0.00008
C -1.71999 2.68722 0.00006
C -2.81312 3.52794 0.00006
C -4.08254 2.96777 0.00004
C -4.22319 1.58738 0.00001
C -3.08592 0.80749 0.00000
N -1.87615 1.36460 0.00004
C -3.06698 -0.69547 -0.00007
O -4.10348 -1.32335 -0.00008
O -1.86299 -1.15066 -0.00005
H -2.63291 4.59394 0.00008
H -4.95827 3.60419 0.00005
H -5.18136 1.08663 -0.00002
Cl 4.52166 -5.19026 -0.00001
C 3.76683 -3.66643 -0.00003
C 4.64893 -2.45290 -0.00011
Cl 6.33132 -2.70057 -0.00018
C 4.15299 -1.20591 -0.00013
Cl 5.13100 0.18750 -0.00022
C 2.69846 -1.00861 0.00001
O 2.15603 0.06241 0.00003
C 1.79126 -2.25665 0.00006
O 0.60517 -2.07096 0.00007
C 2.42761 -3.57947 0.00001
Cl 1.40396 -4.93964 0.00009

Computed properties:
DFT total energy	-2972.015577	Ha
E_LUMO	-3.104	eV
orbital gap	6.42	eV